Record 1
123
Properties=species:S:1:pos:R:3:forces:R:3 method="wB97M-V/def2-TZVPD" e_homo_ha=-0.229 multiplicity=1 fmax_ev_per_a=17.92 charge=0 orbital_gap_ev=3.766
C -17.36346 -53.39124 39.20406 5.259 -5.170 -8.114
C -15.78856 -53.48424 39.39674 -0.598 -0.941 -5.524
O -15.07785 -53.70645 38.39213 -2.314 1.639 2.303
N -15.20367 -53.13032 40.69806 1.924 -4.975 -3.060
H -15.88168 -52.88303 41.54453 10.003 -6.953 -13.142
H -14.60464 -53.96456 41.15503 -1.361 2.417 -1.983
C -14.47370 -51.90645 40.63649 -2.152 -0.629 -7.360
H -17.31595 -52.45539 39.80087 -0.704 1.748 -4.193
H -17.69597 -54.24977 39.91729 -0.694 0.780 -3.261
H -17.45394 -53.08493 38.09787 -0.534 -2.366 1.112
H -13.55847 -52.07998 40.15624 1.080 0.284 -0.656
H -14.38817 -51.50017 41.49985 0.599 1.750 3.925
H -15.14779 -51.23161 39.99110 1.295 -0.613 0.737
O -17.44766 -52.58957 40.82399 -2.784 3.920 16.840
H -17.90490 -53.40095 41.08151 -0.191 0.799 -0.055
C -11.90751 -56.18935 40.20839 0.386 2.366 0.445
C -12.94237 -55.45284 39.22010 1.078 -2.104 -0.711
C -14.33010 -56.20644 39.15820 5.143 -1.967 -7.292
O -13.19109 -54.12975 39.64634 4.735 2.502 0.123
H -11.17110 -55.33154 40.21389 0.036 -1.352 0.555
H -11.45795 -57.07600 39.82821 0.386 -0.540 -1.018
H -12.07718 -56.52136 41.29843 -0.818 1.134 -1.474
H -12.43639 -55.40701 38.16874 -0.818 -0.348 1.768
H -14.58615 -56.22534 40.06155 -3.304 0.122 7.279
H -14.28866 -57.31749 38.79182 0.621 1.887 0.752
H -14.83243 -55.70514 38.39975 -1.759 0.713 -0.501
H -12.36209 -53.36316 39.39795 -3.054 -4.155 0.824
C -19.28228 -49.08280 42.31390 -0.614 0.617 -1.381
C -18.30502 -49.67663 41.22176 0.472 3.399 3.550
C -17.73893 -48.44398 40.36939 -3.034 -1.218 -0.344
O -17.23576 -50.32152 41.97703 -1.310 -0.519 -2.385
H -18.94285 -48.24994 42.94072 0.826 -0.425 -0.100
H -19.72806 -49.85387 42.93338 0.079 0.149 -0.113
H -20.07074 -48.56644 41.73835 -0.175 -0.346 0.122
H -18.91110 -50.36220 40.68130 0.081 -0.719 -1.001
H -17.04002 -48.87273 39.73345 1.375 -0.679 -1.647
H -17.23268 -47.60022 40.81718 -0.276 -0.049 0.924
H -18.61450 -48.04827 39.72157 1.406 -0.555 1.042
H -17.25267 -51.41243 42.00579 -1.233 3.748 -1.626
C -15.84460 -51.85979 44.64958 -7.521 5.506 -1.425
C -15.45440 -51.51807 43.25938 0.325 4.745 1.215
C -14.06176 -50.80136 43.03330 2.380 -3.839 -0.408
O -15.54538 -52.70967 42.63559 0.221 -1.813 5.574
H -15.21900 -52.39784 45.10853 5.044 -3.784 4.154
H -16.74211 -52.50858 44.46219 0.668 0.540 0.526
H -16.33948 -50.95175 45.27477 1.726 -1.945 -1.210
H -16.27251 -50.78079 42.83125 3.162 -1.339 2.196
H -13.79122 -50.28246 43.87479 0.484 0.925 2.251
H -13.85400 -50.19814 42.14780 -0.843 -0.246 0.868
H -13.12747 -51.49710 42.89115 -1.760 0.254 0.751
H -16.28202 -52.62771 41.95627 -10.593 5.768 10.169
C -19.74925 -52.46249 45.12005 4.830 -0.353 0.589
C -19.37218 -52.98043 43.77784 -0.319 1.457 1.147
C -20.50178 -53.73170 43.21539 2.955 1.904 -3.971
O -18.98726 -51.78911 43.05377 -1.654 -1.501 2.197
H -18.67481 -52.09654 45.38151 -2.008 -0.317 0.823
H -20.01287 -53.31835 45.68047 -0.394 -0.571 1.250
H -20.36576 -51.64724 45.23359 -1.815 1.603 -0.261
H -18.50379 -53.58671 44.02778 0.257 -0.453 -0.757
H -20.21565 -54.18227 42.26605 0.020 0.692 -1.082
H -21.31238 -53.11722 43.11591 -2.260 1.460 -0.372
H -20.74663 -54.60061 43.56946 -1.413 -4.628 3.710
H -18.59737 -52.13460 42.28882 0.737 -0.465 -2.324
C -10.02130 -50.75930 38.41947 1.599 1.283 -3.003
C -9.86543 -51.70525 39.57670 1.108 5.509 0.362
C -10.63736 -51.09993 40.76967 -0.191 1.157 -2.480
O -10.18548 -52.92683 39.30796 0.335 -7.594 -2.176
H -11.02002 -50.58560 38.12933 -1.702 0.417 0.393
H -9.66321 -51.01770 37.31311 0.262 -0.128 2.528
H -9.54213 -49.78385 38.69966 -0.503 -0.727 -0.477
H -8.84073 -51.57626 39.87443 0.927 -0.323 0.356
H -11.70516 -51.19878 40.76369 -0.667 -0.398 -0.390
H -10.46824 -50.00860 40.73782 0.238 -0.565 0.531
H -10.25383 -51.59961 41.57030 0.885 -0.832 2.787
H -9.43513 -53.50201 38.83428 -2.487 2.238 1.614
C -12.60010 -47.91224 42.69021 -7.166 -7.935 -6.058
C -14.18653 -48.17383 42.59681 1.055 1.275 1.491
C -14.96535 -46.83250 42.70439 -0.626 0.299 -0.686
O -14.65213 -48.79371 41.37690 13.093 4.379 -1.920
H -12.03726 -48.75955 42.74261 1.325 -2.658 0.052
H -12.46546 -47.43218 43.42247 1.412 6.235 11.220
H -12.19236 -47.31641 42.06867 2.281 3.889 -5.683
H -14.34084 -48.88948 43.48731 -0.511 2.184 -1.610
H -14.77348 -46.34015 41.72345 -0.751 -0.443 0.274
H -14.63742 -46.00457 43.35988 0.125 -1.024 0.506
H -16.08388 -47.02030 42.88852 1.605 0.358 -0.455
H -15.42578 -48.99482 41.52936 -12.737 -3.503 2.160
C -11.03042 -54.01863 46.14995 7.825 -1.453 -4.174
C -9.84806 -54.13194 44.96705 -7.204 0.588 5.524
C -10.36609 -54.02606 43.53145 4.460 -0.426 0.418
O -9.51521 -53.98654 42.63296 -1.043 -0.009 0.722
C -11.74283 -53.95573 43.25379 -4.465 0.220 9.545
C -12.72768 -53.84518 44.35786 0.382 -0.558 -5.555
C -12.39137 -54.00747 45.73011 0.669 0.886 2.049
O -13.17679 -53.99079 46.66034 -1.661 -0.240 -0.176
H -10.81502 -54.13420 47.27353 -0.180 0.317 -2.087
H -8.86111 -54.30439 45.37485 0.173 0.177 -0.807
H -12.18736 -53.76552 42.41677 -1.620 0.801 -5.580
H -13.88535 -53.66997 44.17521 2.784 -0.471 0.008
C -15.22611 -49.13997 35.83361 3.403 5.326 -1.777
C -14.96863 -47.69948 35.65705 -2.920 -2.546 -0.219
C -16.17657 -46.64638 36.08386 4.281 3.323 -1.151
O -16.08944 -45.38501 35.83592 -0.172 -5.088 0.572
C -17.26140 -47.19032 36.79537 -4.031 -5.694 0.085
C -17.44750 -48.69845 36.86532 -2.438 6.919 -0.138
C -16.35938 -49.63218 36.57015 -0.928 -0.162 0.508
O -16.46616 -50.77553 36.95083 0.202 -0.611 -0.033
H -14.47875 -49.86968 35.43020 -0.827 0.681 0.603
H -14.16688 -47.21840 34.99838 -1.021 -1.065 1.297
H -18.17038 -46.48795 36.90867 1.620 -1.361 0.198
H -18.56886 -49.03049 37.03345 2.813 0.283 0.105
C -21.97108 -50.55467 40.90416 1.159 -2.783 1.815
C -21.17808 -51.75697 40.56186 -3.250 6.671 -2.937
C -20.71266 -51.92115 39.06803 0.405 -1.930 0.128
O -20.05757 -52.92178 38.66444 -2.209 3.094 1.563
C -21.14029 -50.84883 38.13276 -2.315 4.411 3.230
C -21.81721 -49.64290 38.56361 2.217 -2.683 -1.734
C -22.27654 -49.45375 39.98527 0.338 1.376 -1.888
O -22.82087 -48.38851 40.30832 0.786 -2.077 -0.031
H -22.48669 -50.14002 41.91845 1.636 -2.092 -1.847
H -20.98797 -52.57872 41.11980 0.464 -1.943 2.103
H -20.82936 -50.83948 37.14582 0.710 -0.492 -1.788
H -21.88988 -48.76464 37.83674 -0.237 -1.436 1.138

Record 2
126
Properties=species:S:1:pos:R:3:forces:R:3 method="wB97M-V/def2-TZVPD" s2=6.01 e_homo_ha="-0.425 / -0.467" multiplicity=5 fmax_ev_per_a=1.38 charge=+2 orbital_gap_ev="7.345 / 6.890"
Ir 0.39631 -0.00932 -0.34909 -0.264 -0.450 0.417
C 0.25802 0.79398 4.30969 0.022 0.020 -0.018
C 0.24408 1.22866 2.87355 0.154 -0.733 -0.643
O 0.19687 0.36333 1.96357 -0.148 1.044 0.895
N 0.29866 2.54632 2.63329 0.053 -0.230 -0.390
C 0.17911 3.11739 1.29477 0.409 -0.079 0.185
C 1.44648 3.08702 0.47099 0.166 -0.336 -0.231
C 2.40997 4.07227 0.61479 0.040 0.187 0.069
C 3.54506 4.04428 -0.17752 0.157 0.184 0.080
C 3.68645 3.02911 -1.11010 0.148 0.122 -0.049
C 2.70485 2.06661 -1.18439 -0.473 -0.095 0.132
N 1.60294 2.08128 -0.41120 0.209 0.238 0.112
H -0.62557 0.18389 4.49055 -0.027 -0.006 0.013
H 0.27072 1.62771 5.01093 0.000 -0.047 -0.039
H 1.12999 0.16253 4.47839 0.007 0.010 -0.006
H 0.43988 3.16191 3.41114 -0.049 0.120 0.170
H -0.16623 4.13950 1.40150 -0.005 0.156 0.044
H -0.57059 2.56321 0.76889 -0.491 -0.272 -0.291
H 2.26017 4.86673 1.33853 0.025 -0.062 -0.063
H 4.31206 4.80780 -0.07025 -0.164 -0.113 -0.035
H 4.54382 2.98651 -1.77068 -0.052 -0.021 0.058
H 2.78222 1.24233 -1.88746 -0.036 0.048 0.083
C -1.22038 -0.59516 -5.66146 -0.018 -0.037 0.222
C -0.31851 -1.45447 -4.75005 -0.150 0.356 0.161
C 0.04881 -0.73352 -3.51750 -0.205 -0.415 -1.006
N 0.33038 -0.10812 -2.60064 0.165 0.145 0.042
H -1.43437 -1.14768 -6.57554 0.028 0.006 0.057
H -0.72770 0.33992 -5.93041 -0.016 -0.076 0.013
H -2.16738 -0.35499 -5.16944 0.141 -0.004 -0.052
H 0.60349 -1.73774 -5.25698 0.066 0.042 0.016
H -0.81517 -2.37720 -4.45008 -0.042 -0.043 0.050
O -0.61169 -2.03011 0.23658 -0.399 -0.101 -0.408
P -1.43887 -3.28821 0.12260 0.283 0.425 -0.346
N -2.41055 -3.28960 1.42586 -0.464 0.129 0.857
C -2.13959 -2.49569 2.65675 -0.340 -0.298 -0.233
C -2.81792 -3.31791 3.74715 -0.142 -0.147 -0.031
C -3.99818 -3.97964 3.01441 0.106 0.027 0.146
C -3.38721 -4.37921 1.67372 0.187 0.401 0.166
N -0.46234 -4.59453 0.07206 0.371 -0.605 -0.066
C -0.83634 -5.99422 -0.31650 0.554 0.166 0.310
C 0.14751 -6.86737 0.47266 0.174 0.131 0.010
C 1.33635 -5.93805 0.77006 -0.106 -0.147 -0.084
C 0.67072 -4.59596 1.03682 -0.335 -0.423 -0.120
N -2.40802 -3.40110 -1.20229 -0.455 0.223 -0.165
C -3.41575 -2.30361 -1.33586 0.020 -0.573 -0.033
C -4.18476 -2.69183 -2.58893 0.059 -0.183 -0.096
C -4.26857 -4.22077 -2.46279 -0.035 0.213 -0.050
C -2.91503 -4.63964 -1.87937 -0.092 0.481 -0.083
H -2.60676 -1.50311 2.58251 0.040 -0.137 -0.042
H -1.07349 -2.34278 2.82260 0.000 -0.061 -0.083
H -3.12813 -2.69787 4.58683 -0.026 -0.061 0.037
H -2.13743 -4.08964 4.12385 -0.055 0.094 -0.046
H -4.80447 -3.25590 2.86657 0.046 -0.044 -0.012
H -4.40253 -4.84193 3.54359 -0.020 0.082 0.021
H -4.12678 -4.44968 0.86814 0.098 0.089 0.065
H -2.89343 -5.35242 1.76922 0.070 0.033 -0.040
H -0.71224 -6.13520 -1.39503 0.041 0.097 0.154
H -1.86766 -6.24585 -0.06745 0.244 0.026 0.151
H 0.43139 -7.75306 -0.09609 -0.002 0.024 0.091
H -0.30559 -7.19959 1.41009 0.010 0.032 -0.051
H 1.99259 -5.86978 -0.10447 -0.065 0.016 0.072
H 1.92937 -6.26929 1.62167 0.020 -0.042 -0.058
H 1.32439 -3.74409 0.86948 0.025 0.099 -0.095
H 0.31948 -4.54881 2.07903 -0.048 0.010 -0.122
H -2.92119 -1.34112 -1.40529 0.114 0.088 -0.066
H -4.09452 -2.28151 -0.47104 0.116 -0.006 -0.008
H -3.61903 -2.41394 -3.48520 -0.033 -0.010 0.086
H -5.16247 -2.20791 -2.64564 0.113 -0.081 0.011
H -4.46516 -4.71943 -3.41144 -0.026 0.027 0.046
H -5.07369 -4.48792 -1.77383 0.035 0.012 -0.019
H -2.22262 -4.94848 -2.66390 0.042 0.088 -0.003
H -3.02900 -5.47866 -1.19823 -0.161 0.214 -0.096
C 3.94744 -1.40805 -3.20710 0.263 0.519 -0.321
Si 3.25502 -2.62954 -2.00558 -0.222 0.015 0.160
C 4.54229 -3.80505 -1.41117 0.436 -0.299 0.173
C 1.81045 -3.52590 -2.76067 -0.382 -0.242 -0.159
As 2.50207 -1.32639 -0.18803 0.171 0.259 -0.150
Si 4.39071 -0.70922 1.09014 -0.318 -0.047 0.061
C 4.85377 -2.16546 2.11681 0.196 -0.449 0.287
C 3.80596 0.70271 2.13680 -0.198 0.385 0.289
C 5.77572 -0.19056 -0.01111 0.416 0.141 -0.489
H 4.23290 -1.91350 -4.14364 -0.056 0.166 0.232
H 4.84226 -0.91496 -2.79610 -0.242 -0.108 -0.188
H 3.20400 -0.62978 -3.44338 0.224 -0.207 -0.027
H 4.75756 -4.55011 -2.19059 0.001 0.138 0.180
H 4.20741 -4.33635 -0.51224 0.086 0.006 -0.158
H 5.47967 -3.28344 -1.17361 -0.178 -0.173 -0.022
H 1.92765 -4.61176 -2.63820 -0.071 0.226 -0.037
H 1.75426 -3.31514 -3.84029 0.006 -0.109 0.302
H 0.86355 -3.24005 -2.28710 0.061 -0.083 -0.094
H 4.02774 -2.46189 2.77511 0.175 0.015 -0.077
H 5.72861 -1.92756 2.74195 -0.224 -0.098 -0.134
H 5.11225 -3.02283 1.48162 -0.023 0.132 0.189
H 2.78393 0.50929 2.49190 0.266 0.063 -0.047
H 3.80264 1.63952 1.56179 -0.030 -0.160 0.169
H 4.45983 0.83420 3.01100 -0.131 0.021 -0.196
H 6.18297 -1.04156 -0.57764 -0.057 0.277 0.141
H 6.58655 0.22168 0.61063 -0.170 -0.100 -0.199
H 5.46319 0.58572 -0.72682 0.150 -0.207 0.212
C -2.96814 4.77003 -5.70067 0.029 0.022 0.085
C -4.07778 4.72952 -4.65158 0.337 -0.076 0.140
N -3.66531 4.16170 -3.34846 0.071 -0.130 -0.057
C -3.31615 5.08091 -2.25439 0.052 -0.144 -0.388
C -1.92381 5.69010 -2.37170 0.088 -0.001 -0.059
C -3.55035 2.81469 -3.27010 -0.023 0.123 -0.262
O -3.70886 2.05572 -4.22273 0.077 0.284 0.355
C -3.24383 2.17650 -1.93136 -0.508 0.122 -0.140
C -4.25112 1.90485 -1.01116 -0.073 0.027 0.100
C -3.95887 1.14688 0.11693 -0.188 0.076 -0.095
C -2.67331 0.66737 0.27935 0.221 0.054 -0.065
N -1.70780 0.92312 -0.61531 0.224 -0.031 0.227
C -1.99035 1.66690 -1.69112 0.497 -0.176 0.029
H -3.31987 5.30126 -6.58995 0.029 -0.079 0.118
H -2.68977 3.75743 -5.99444 -0.004 0.062 0.026
H -2.07836 5.28592 -5.32862 -0.110 -0.031 -0.048
H -4.89582 4.12233 -5.02301 -0.153 -0.076 -0.028
H -4.46086 5.72811 -4.45220 0.000 0.057 0.046
H -3.39985 4.55114 -1.31697 -0.066 -0.195 0.252
H -4.06263 5.86920 -2.23920 -0.148 0.095 0.012
H -1.16484 4.90452 -2.46759 -0.074 0.108 0.026
H -1.69841 6.29116 -1.48280 -0.062 -0.107 -0.149
H -1.84776 6.34664 -3.24127 0.021 -0.078 0.067
H -5.25596 2.27908 -1.18487 0.089 -0.052 0.042
H -4.72230 0.91024 0.85085 0.087 0.057 -0.099
H -2.39268 0.05314 1.13277 0.021 0.085 -0.203
H -1.17582 1.83325 -2.39810 -0.197 -0.039 0.208

Q: Look up the multiplicity of the second one.
A: 5